w) 18
Properties=species:S:1:pos:R:3:lowdin_charge:R:1 method="wB97M-V/def2-TZVPD" total_charge=+1 multiplicity=1 orbital_gap_ev="7.77 / 7.11" homo_ev="-13.26 / -13.25"
C 3.456 -1.043 -0.230 0.08
C 2.313 -0.503 0.005 -0.22
C -1.925 1.803 0.419 0.18
C 3.471 0.063 0.849 -0.04
C -2.954 -0.877 -0.780 -0.05
C 0.364 0.809 0.340 0.02
N 0.917 -0.271 -0.167 0.15
O -0.797 1.168 0.321 0.06
H 4.007 -1.705 -0.767 0.08
H -2.113 2.605 -0.278 0.13
H -2.597 1.447 1.195 0.13
H 3.356 -0.252 1.929 0.10
H 3.857 1.084 0.839 0.09
H -3.508 -0.640 0.156 0.02
H -3.227 -0.021 -1.411 0.03
H -1.914 -0.776 -0.433 -0.03
H -3.260 -1.971 -1.114 0.09
H 0.555 -0.920 -0.872 0.18

x) 18
Properties=species:S:1:pos:R:3:lowdin_charge:R:1 method="wB97M-V/def2-TZVPD" total_charge=+1 multiplicity=1 orbital_gap_ev=8.59 homo_ev=-12.19
C 1.235 1.531 -0.040 -0.01
C 0.011 1.546 -0.153 -0.06
C 2.205 0.412 0.242 -0.16
C 1.420 -0.776 -0.295 -0.19
C -1.086 0.733 -0.576 -0.15
C 0.087 -0.901 0.277 -0.18
N -2.325 0.813 0.202 0.19
O -0.705 -1.976 0.001 0.03
H 3.266 0.611 -0.119 0.14
H 2.146 0.229 1.428 0.17
H 1.378 -1.019 -1.315 0.12
H 1.993 -1.669 0.152 0.18
H -1.323 0.693 -1.586 0.11
H -0.002 -0.527 1.290 0.14
H -2.846 0.016 0.391 0.13
H -3.024 1.473 -0.233 0.20
H -2.053 1.267 1.115 0.19
H -0.376 -2.460 -0.781 0.14

Relative calculated energies, zero for the most stable structure, unit kJ/mol: w) 306.5; x) 0.0.

w) 14
Properties=species:S:1:pos:R:3:lowdin_charge:R:1 method="wB97M-V/def2-TZVPD" multiplicity=1 orbital_gap_ev="8.38 / 8.39" homo_ev="-7.65 / -7.66"
C -0.668 0.672 -1.644 0.03
C -0.966 0.621 -0.413 -0.27
C 1.009 -1.068 -1.327 -0.17
C -0.152 0.279 1.820 -0.11
N 0.870 -0.785 -0.021 -0.02
N -0.297 -0.291 0.523 -0.22
F 0.157 -1.986 -1.802 0.03
H -1.262 1.115 -2.433 0.03
H -1.753 1.330 -0.027 0.13
H 2.060 -1.161 -1.616 0.13
H 0.551 -0.121 2.560 0.08
H -0.068 1.364 1.590 0.08
H -1.136 0.207 2.456 0.12
H 1.656 -0.176 0.336 0.16

x) 14
Properties=species:S:1:pos:R:3:lowdin_charge:R:1 method="wB97M-V/def2-TZVPD" multiplicity=1 orbital_gap_ev=9.26 homo_ev=-8.37
C 2.228 -0.050 2.231 0.00
C 1.258 -0.079 1.305 -0.23
C 1.501 0.026 -0.097 -0.10
C 0.446 -0.371 -0.822 -0.10
N -3.393 0.412 -1.591 -0.10
N -3.007 -0.272 -0.652 -0.01
F 0.601 -0.388 -2.224 -0.08
H 2.029 -0.046 3.354 0.08
H 3.197 0.272 2.030 0.02
H 0.173 -0.236 1.497 0.12
H 2.458 0.463 -0.409 0.13
H -4.403 0.635 -1.744 0.11
H -0.385 -1.065 -0.663 0.10
H -2.704 0.698 -2.214 0.06

Relative calculated energies, zero for the most stable structure, unit kJ/mol: w) 96.5; x) 0.0.

w) 19
Properties=species:S:1:pos:R:3:lowdin_charge:R:1 method="wB97M-V/def2-TZVPD" smiles="C=CCO.O.O.O" multiplicity=1 orbital_gap_ev=10.31 homo_ev=-9.69
C -3.320 -1.373 1.280 -0.02
C -2.051 -1.361 0.975 -0.17
C -1.333 -0.148 0.466 -0.25
O 0.040 -0.448 0.230 -0.11
H -3.832 -2.231 1.693 0.05
H -3.850 -0.431 1.266 0.06
H -1.486 -2.287 1.049 0.11
H -1.735 0.142 -0.504 0.12
H -1.440 0.654 1.199 0.13
H 0.599 0.209 0.675 0.04
O 2.132 -0.738 -1.879 -0.07
H 1.869 -1.521 -2.371 0.04
H 1.367 -0.532 -1.320 0.00
O 1.908 2.530 -1.395 -0.05
H 1.080 2.898 -1.728 0.05
H 2.120 1.924 -2.122 0.04
O 2.335 0.866 0.978 -0.04
H 3.145 0.551 1.379 0.06
H 2.451 1.297 0.129 0.00

x) 19
Properties=species:S:1:pos:R:3:lowdin_charge:R:1 method="wB97M-V/def2-TZVPD" smiles=OCCCO.O.O multiplicity=1 orbital_gap_ev=10.72 homo_ev=-10.05
O 1.267 -2.049 2.565 -0.08
C 0.427 -0.902 2.113 -0.22
C -0.405 -0.596 0.848 -0.25
C -0.982 0.773 0.863 -0.19
O -1.724 0.739 -0.437 -0.09
H 0.881 -2.277 3.395 0.05
H 1.253 0.036 1.978 0.17
H -0.334 -0.740 2.899 0.11
H -1.059 -1.486 0.828 0.14
H 0.302 -0.708 0.099 0.10
H -0.182 1.583 0.678 0.15
H -1.730 1.007 1.608 0.12
H -1.478 -0.102 -0.700 -0.01
O 4.336 2.326 -1.881 -0.12
H 4.142 1.376 -1.699 0.04
H 5.022 2.456 -2.626 0.08
O -3.104 -0.769 -3.286 -0.07
H -2.729 -0.286 -4.133 0.11
H -3.902 -0.381 -3.112 -0.03

Relative calculated energies, zero for the most stable structure, unit kJ/mol: w) 0.0; x) 225.9.

w) 19
Properties=species:S:1:pos:R:3:lowdin_charge:R:1 method="wB97M-V/def2-TZVPD" smiles=OCCCO.O.O multiplicity=1 orbital_gap_ev=11.08 homo_ev=-10.36
O -2.139 1.271 -0.682 -0.08
C -0.961 0.515 -0.364 -0.26
C -0.792 -0.688 -1.271 -0.19
C 0.529 -1.400 -1.043 -0.27
O 0.728 -2.480 -1.951 -0.06
H -2.482 0.911 -1.507 0.07
H -0.084 1.159 -0.511 0.12
H -1.025 0.268 0.694 0.12
H -1.563 -1.456 -1.128 0.12
H -0.910 -0.328 -2.273 0.11
H 1.375 -0.712 -1.075 0.12
H 0.521 -1.794 -0.043 0.11
H 0.443 -3.283 -1.514 0.08
O 4.440 -2.925 3.174 -0.06
H 3.740 -2.916 3.832 0.03
H 4.768 -3.831 3.234 0.03
O -1.816 5.857 0.855 -0.06
H -2.463 5.151 0.825 0.03
H -2.307 6.678 0.748 0.03

x) 19
Properties=species:S:1:pos:R:3:lowdin_charge:R:1 method="wB97M-V/def2-TZVPD" smiles=OCCCO.O.O multiplicity=1 orbital_gap_ev=10.78 homo_ev=-10.33
O 1.412 -0.958 2.341 -0.06
C 1.172 -0.307 1.093 -0.26
C -0.079 -0.803 0.365 -0.17
C -0.217 -0.127 -0.993 -0.27
O -1.484 -0.318 -1.625 -0.08
H 0.638 -1.468 2.550 0.06
H 2.041 -0.572 0.493 0.11
H 1.044 0.770 1.201 0.12
H -0.956 -0.529 0.958 0.11
H -0.044 -1.886 0.214 0.12
H 0.536 -0.433 -1.727 0.11
H -0.081 0.948 -0.896 0.12
H -1.639 -1.257 -1.775 0.10
O 2.543 1.397 -1.278 -0.04
H 3.064 2.202 -1.390 0.05
H 2.597 0.936 -2.107 0.03
O -3.346 0.688 0.450 -0.06
H -3.017 1.582 0.495 0.03
H -2.756 0.250 -0.186 -0.01

Relative calculated energies, zero for the most stable structure, unit kJ/mol: w) 25.7; x) 0.0.

w) 19
Properties=species:S:1:pos:R:3:lowdin_charge:R:1 method="wB97M-V/def2-TZVPD" smiles="C/C=C/O.O.O.O" multiplicity=1 orbital_gap_ev=9.09 homo_ev=-8.50
C -0.192 0.049 -3.071 -0.11
C 0.817 0.027 -1.974 -0.17
C 0.808 0.714 -0.838 -0.21
O 1.783 0.509 0.120 -0.03
H 0.213 0.641 -3.897 0.07
H -1.163 0.440 -2.766 0.07
H -0.241 -1.001 -3.394 0.07
H 1.695 -0.618 -1.977 0.11
H 0.030 1.388 -0.508 0.09
H 1.595 1.045 0.895 0.08
O -0.856 2.118 1.446 -0.03
H -1.276 1.272 1.497 0.01
H -1.572 2.733 1.368 0.04
O 1.623 -2.020 2.254 -0.07
H 1.516 -1.397 1.514 0.01
H 2.551 -1.919 2.509 0.04
O -2.443 -0.924 2.194 -0.05
H -1.736 -1.483 2.526 0.03
H -3.153 -1.576 2.103 0.04

x) 19
Properties=species:S:1:pos:R:3:lowdin_charge:R:1 method="wB97M-V/def2-TZVPD" smiles="C/C=C/O.O.O.O" multiplicity=1 orbital_gap_ev=9.66 homo_ev=-9.13
C 0.191 -2.541 -0.059 -0.14
C 0.314 -1.095 0.232 -0.16
C 1.405 -0.435 0.607 -0.20
O 1.450 0.937 0.721 -0.05
H 0.553 -2.947 -1.013 0.07
H 0.494 -3.150 0.817 0.08
H -0.807 -2.990 -0.016 0.07
H -0.547 -0.473 -0.067 0.11
H 2.325 -0.609 1.176 0.13
H 1.084 1.466 0.004 0.09
O -0.833 -1.937 -3.551 -0.06
H 0.006 -2.410 -3.600 0.03
H -0.988 -1.918 -2.599 0.01
O -3.123 6.096 -2.632 -0.06
H -2.998 5.375 -2.016 0.03
H -2.335 6.637 -2.735 0.03
O 1.509 -0.319 4.838 -0.07
H 0.739 -0.256 5.428 0.04
H 1.562 0.568 4.465 0.03

y) 19
Properties=species:S:1:pos:R:3:lowdin_charge:R:1 method="wB97M-V/def2-TZVPD" smiles="C/C=C/O.O.O.O" multiplicity=1 orbital_gap_ev=9.38 homo_ev=-8.87
C -2.313 1.092 2.779 -0.11
C -1.200 0.571 1.925 -0.15
C -0.937 1.033 0.714 -0.21
O 0.006 0.384 -0.050 -0.04
H -3.185 0.451 2.680 0.07
H -2.672 2.058 2.447 0.07
H -2.020 1.077 3.821 0.07
H -0.513 -0.170 2.313 0.11
H -1.486 1.819 0.213 0.12
H 0.398 0.916 -0.740 0.09
O 3.098 1.584 -2.113 -0.05
H 2.704 0.793 -2.488 0.02
H 4.050 1.490 -2.192 0.04
O -1.370 -2.182 -0.858 -0.06
H -2.213 -1.919 -1.238 0.03
H -0.983 -1.349 -0.553 -0.01
O 1.953 -1.967 -1.264 -0.06
H 1.339 -2.593 -0.862 0.03
H 1.680 -1.960 -2.188 0.03

Relative calculated energies, zero for the most stable structure, unit kJ/mol: w) 0.0; x) 113.2; y) 5.7.